[1]
C24H34NO5P2Pd | ωB97M-V/def2-TZVPD

- total charge = +1
- HOMO-LUMO gap (alpha / beta) (eV) = 4.560 / 3.314
- 2S+1 = 5

Geometry as XYZ:
```
67
Properties=species:S:1:pos:R:3:forces:R:3:lowdin_spin:R:1
C 2.9827 0.3146 -3.2914 0.04 -1.26 0.94 0.16
C 2.4545 0.2046 -1.9443 -1.05 2.40 -1.96 0.02
N 1.0944 0.5534 -1.7813 0.70 -1.30 -2.83 0.18
C 0.2771 0.6029 -2.8734 0.51 -0.21 0.70 0.00
C 0.7387 0.4078 -4.1901 0.83 -0.13 0.55 0.16
C 2.1241 0.2772 -4.3824 -0.36 0.24 0.60 -0.01
C 3.2791 0.0215 -0.8297 -0.58 -0.77 0.64 0.45
P 2.3551 -0.2403 0.7411 -0.09 0.33 -0.69 0.13
Pd 0.3971 0.9914 0.2122 -0.90 -0.72 1.35 1.05
P -1.4918 1.6648 -0.9358 -0.33 -0.79 -1.78 0.12
C -1.2158 0.7853 -2.6477 -0.58 0.60 1.37 0.02
C -0.3186 1.1982 2.1991 0.08 0.05 -0.39 0.23
C -0.2911 0.1274 3.0690 -0.04 0.24 0.98 0.03
C -0.7094 0.2980 4.3985 0.00 -0.26 -0.52 0.01
C -1.2007 1.5270 4.8254 -0.08 0.12 0.15 -0.01
C -1.2617 2.5871 3.9312 0.11 0.19 -0.38 0.01
C -0.8047 2.4201 2.6126 -0.45 0.36 0.94 0.03
O 4.4266 3.1209 -0.2219 -0.01 1.34 0.16 0.01
O 2.4581 3.1204 1.7150 0.27 3.16 0.58 0.03
H 4.0763 0.2468 -3.3928 -0.61 -0.04 -0.19 0.01
H 0.0297 0.3560 -5.0145 0.22 0.06 0.19 0.01
H 2.5224 0.1221 -5.3669 0.14 0.21 -0.33 0.00
C 2.2872 -2.0470 0.6612 0.36 -0.12 0.05 0.06
C 3.2955 0.1601 2.2004 1.03 -0.11 0.21 0.01
H -1.7198 1.4075 -3.4359 0.53 -0.89 0.48 0.00
H -1.6976 -0.2285 -2.5202 0.42 1.06 -0.34 0.00
H 4.4058 2.1879 -0.3736 -0.04 -0.95 -0.39 0.01
H 4.2543 -0.4136 -1.0297 0.24 0.35 0.10 0.02
C -3.1625 1.1707 -0.4496 -0.25 0.23 -0.06 0.02
C -1.5828 3.4171 -1.4109 -0.29 -0.19 -0.01 0.02
H 0.0540 -0.8363 2.6997 -0.05 -0.02 0.28 0.01
H -0.6905 -0.5370 5.0871 0.05 -0.05 0.04 0.00
H -1.5471 1.6662 5.8535 0.15 -0.11 -0.35 0.00
H -1.6509 3.5507 4.2555 0.04 -0.14 -0.04 0.00
H -0.8471 3.2717 1.9243 0.02 -0.16 0.20 0.00
H 1.2283 2.5515 0.7757 -0.84 0.15 -0.89 0.05
H 2.2916 4.0693 1.9982 -0.57 -1.66 0.63 0.00
H 3.0530 3.4450 1.0201 0.80 -1.16 -0.72 0.00
H 4.3915 3.5706 -1.0759 0.08 -0.30 0.09 0.00
H 0.6004 2.6696 0.1445 0.91 0.53 0.54 0.06
H 3.3134 -2.4167 0.7263 -0.13 -0.31 0.14 0.01
H 1.6657 -2.4120 1.4792 0.09 -0.15 -0.06 0.01
H 1.8612 -2.3374 -0.3009 -0.04 0.02 0.21 0.00
H 4.3048 -0.2287 2.1354 0.33 -0.21 0.10 0.00
H 3.3608 1.2225 2.4033 -0.22 0.14 -0.21 0.00
H 2.8139 -0.2939 3.0597 -0.24 -0.16 0.07 0.00
H -2.3882 3.5620 -2.1485 0.29 0.27 0.29 0.01
H -1.7662 3.9735 -0.4811 -0.05 0.09 -0.39 0.00
H -0.6061 3.7105 -1.8202 -0.34 0.00 0.06 0.00
H -3.9166 1.6426 -1.0926 0.07 -0.17 0.15 0.01
H -3.2693 0.0795 -0.4490 0.11 0.34 -0.03 0.00
H -3.2883 1.5067 0.5833 -0.11 -0.06 -0.05 0.00
O -0.6313 -3.4601 -1.8640 -2.00 -2.06 0.30 0.24
C -1.6936 -3.9089 -1.1963 1.83 0.06 -1.91 0.16
C -2.3067 -5.1133 -1.6544 -1.42 -1.22 0.26 0.15
C -3.4641 -5.5961 -1.0224 0.57 -0.12 -0.52 0.01
C -4.0158 -4.8859 0.0859 0.48 -0.39 -0.66 0.27
C -3.3550 -3.7126 0.4926 0.08 0.41 0.36 0.02
C -2.2181 -3.2018 -0.1047 -1.99 -0.85 1.09 0.11
C -1.6466 -1.9332 0.3605 0.99 3.19 1.58 0.01
O -2.1042 -1.2673 1.3075 -0.30 -1.89 -1.34 0.03
O -0.6305 -1.5334 -0.3268 0.12 -0.47 -0.65 0.05
H -0.4103 -2.6040 -1.3973 0.35 1.58 0.99 0.00
H -1.8640 -5.6355 -2.5110 -0.19 0.27 0.43 0.00
H -3.9567 -6.5323 -1.3654 0.55 0.86 0.19 0.00
H -4.9217 -5.2441 0.6152 0.76 0.30 -0.48 0.01
H -3.7517 -3.1625 1.3295 0.00 0.24 0.16 0.00
```
Positions in Å, forces in eV/Å.

=====

[2]
C24H34O24 | ωB97M-V/def2-TZVPD

- total charge = 0
- energy above the lowest of the compared OMol25 structures with the same formula, charge and spin (kcal/mol) = 16.64
- HOMO-LUMO gap (eV) = 10.191

Geometry as XYZ:
```
82
Properties=species:S:1:pos:R:3:forces:R:3:mulliken_charge:R:1
C 14.4138 -15.1406 2.1443 -1.10 -1.80 1.39 -0.75
O 15.1578 -14.0764 1.6182 -0.22 -0.19 -0.17 -0.24
C 14.6063 -12.8759 1.6099 -0.81 1.84 0.50 0.68
O 13.4524 -12.5449 1.7595 0.18 -1.00 -0.29 -0.58
O 15.5812 -11.9798 1.4922 1.91 -0.60 -0.54 -0.24
C 15.3496 -10.7115 0.9100 -1.73 0.25 0.61 -0.45
H 14.4994 -15.2196 3.2341 0.61 0.33 -0.04 0.31
H 14.7531 -16.0950 1.7475 0.51 0.31 -0.28 0.27
H 13.3240 -15.2022 2.0561 0.08 1.05 -0.88 0.33
H 14.6326 -10.1887 1.5501 0.02 0.20 -0.17 0.41
H 14.8749 -10.8256 -0.0653 0.22 0.05 -0.12 0.35
H 16.2518 -10.1151 0.8687 0.30 -0.46 -0.03 -0.10
O 18.5320 -13.6651 -0.5795 -0.18 0.03 0.53 -0.50
C 18.9626 -12.6556 -1.0065 0.31 0.47 -0.33 0.53
O 19.3819 -12.5255 -2.2886 -0.02 -0.19 -0.55 -0.36
C 19.9437 -11.2430 -2.5731 -0.99 -0.53 1.23 -0.26
C 19.6555 -10.5130 -1.2531 -0.27 1.06 -0.06 0.50
O 19.1189 -11.4615 -0.3403 0.65 -0.90 -0.40 -0.28
H 21.0016 -11.3954 -2.7628 0.02 0.29 -0.25 0.27
H 19.3832 -10.7764 -3.3786 0.34 -0.15 -0.33 0.28
H 18.8582 -9.7678 -1.3167 0.22 0.23 -0.47 -0.19
H 20.5682 -10.0091 -0.9300 -0.10 -0.28 0.66 0.01
O 15.8150 -1.1326 -0.2475 0.79 -0.43 -0.12 -0.57
C 16.7779 -1.7752 -0.5570 -1.16 0.24 0.20 0.44
O 17.0349 -3.0190 -0.0807 0.01 0.03 0.71 -0.02
C 18.2543 -3.5191 -0.5903 0.60 0.92 -1.87 0.98
C 18.6352 -2.4506 -1.6574 0.20 -1.15 -0.52 -0.30
O 17.6918 -1.4061 -1.4548 0.64 0.25 -0.17 -0.36
H 19.1105 -3.5479 0.0830 -0.69 -0.50 0.77 0.20
H 18.0375 -4.4387 -1.1285 0.26 -0.31 0.53 -0.79
H 18.5431 -2.8760 -2.6581 -0.42 0.32 0.01 0.09
H 19.6809 -2.1521 -1.5939 -0.22 0.64 0.46 0.34
O 21.5860 -11.4867 4.0178 -0.06 0.03 -0.46 -0.50
C 22.2389 -10.8381 3.2686 0.94 -0.07 1.51 0.59
O 21.8398 -10.2774 2.1384 -0.80 0.08 -1.25 -0.20
C 22.8721 -9.5272 1.5322 0.86 0.32 -0.44 -0.13
C 24.0551 -9.6405 2.5175 -0.59 0.90 0.16 -0.32
O 23.5395 -10.4978 3.5162 0.02 -0.56 0.16 -0.37
H 23.1898 -9.9113 0.5601 -0.48 -0.42 0.02 0.25
H 22.5014 -8.5188 1.3528 0.15 0.10 0.30 0.22
H 24.2692 -8.6760 2.9844 0.11 -0.08 -0.05 0.24
H 24.9708 -10.0266 2.0743 -0.14 -0.24 0.03 0.28
O 19.5446 -4.8743 3.1147 -0.14 -0.05 -0.12 -0.60
C 18.3616 -4.7377 3.2413 0.14 0.82 0.19 0.76
O 17.5440 -5.6572 3.7237 0.09 -1.57 0.69 -0.37
C 16.1552 -5.2867 3.6809 0.61 -0.42 -1.00 -0.20
C 16.2888 -3.9391 2.9293 -1.85 0.23 1.69 0.12
O 17.6773 -3.6086 2.9684 -0.09 -0.52 -0.69 -0.33
H 15.6418 -6.0902 3.1497 0.00 0.36 -0.47 0.18
H 15.6967 -5.3298 4.6688 0.47 0.70 0.20 0.28
H 15.7569 -3.2147 3.5468 0.10 0.36 -0.40 0.33
H 15.8184 -3.9644 1.9519 0.59 0.08 -0.25 -0.11
O 16.8932 -6.8825 -1.1514 0.62 -0.06 -0.40 -0.61
C 17.6930 -7.1997 -0.3181 -0.81 0.82 1.07 0.63
O 18.9469 -6.7573 -0.2032 0.83 -0.15 -0.62 -0.47
C 19.6076 -7.4168 0.8868 0.25 0.47 0.95 0.16
C 18.4321 -8.0553 1.6736 1.71 -2.03 -1.07 -0.31
O 17.3620 -7.9268 0.7447 -0.80 -0.23 0.55 -0.27
H 20.2981 -8.1971 0.5627 -0.39 -0.11 -0.62 -0.55
H 20.2728 -6.7221 1.3983 -0.65 0.44 0.21 0.48
H 18.1989 -7.8717 2.7157 -0.21 1.06 -0.24 0.41
H 18.7210 -9.1114 1.6353 -0.44 -0.14 0.43 0.28
O 13.6095 -5.0184 1.4702 -0.05 -0.18 0.57 -0.55
C 13.5944 -5.1671 0.2945 -0.28 0.95 -1.21 0.65
O 13.8698 -6.2873 -0.3703 0.15 -0.80 0.15 -0.25
C 13.7311 -6.0612 -1.7798 1.51 0.80 -0.27 0.17
C 13.9443 -4.5313 -1.8395 -1.35 -0.48 -0.14 0.14
O 13.2946 -4.1852 -0.6140 0.51 0.45 0.94 -0.38
H 14.5717 -6.5353 -2.2827 -0.25 -0.40 0.05 -0.23
H 12.7680 -6.4430 -2.1024 -0.10 0.23 -0.16 0.33
H 13.4297 -4.0032 -2.6388 -0.09 -0.23 -0.06 0.35
H 14.9822 -4.1938 -1.8467 0.10 -0.35 0.22 -0.21
O 16.9475 -3.9441 -3.9756 -0.30 0.61 0.11 -0.52
C 17.2576 -5.0841 -3.9415 0.47 -0.50 0.00 0.74
O 18.5035 -5.5226 -3.6454 0.33 -0.08 0.13 -0.37
C 18.5819 -6.9207 -3.8704 -0.32 -1.06 0.11 0.05
C 17.1068 -7.3444 -3.9987 0.31 -0.89 -0.68 -0.13
O 16.4542 -6.1136 -4.2145 -0.87 0.16 -0.02 -0.40
H 19.1769 -7.1437 -4.7561 -0.16 0.32 -0.23 0.36
H 19.0575 -7.4697 -3.0576 0.04 0.52 0.35 -0.09
H 16.6907 -7.8764 -3.1477 0.15 0.46 0.33 0.02
H 16.9053 -8.0047 -4.8457 0.23 0.30 -0.24 0.45
```
Positions in Å, forces in eV/Å.

=====

[3]
C24H35Cl8N2O2 | ωB97M-V/def2-TZVPD

- total charge = +1
- energy above the lowest of the compared OMol25 structures with the same formula, charge and spin (kcal/mol) = 0.00
- HOMO-LUMO gap (eV) = 7.490

Geometry as XYZ:
```
71
Properties=species:S:1:pos:R:3:forces:R:3:mulliken_charge:R:1
C 5.5669 -3.1664 0.7936 -0.59 0.22 -0.09 -1.31
C 5.3042 -1.9540 -0.1164 0.88 -1.21 0.90 -0.02
O 4.2750 -2.3290 -1.0116 -0.32 0.42 0.11 -0.41
C 3.7197 -1.2342 -1.7247 0.12 -0.16 -0.15 -0.88
C 2.9489 -0.2417 -0.8488 0.06 0.00 -0.43 -0.21
C 1.7476 -0.8301 -0.1676 -0.29 0.54 0.10 0.81
C 1.7508 -2.1268 0.3880 -0.20 1.06 -0.35 -0.53
N 0.6551 -2.5412 0.9998 0.88 -0.82 0.02 0.23
N -0.4642 -1.8993 1.1842 -0.03 0.15 -0.01 -0.66
C -0.5141 -0.6963 0.6604 -0.30 1.68 -0.58 0.44
C -1.8175 0.0674 0.8282 0.69 -1.20 0.47 -0.73
C -3.0137 -0.5819 0.1033 -0.37 -0.06 -0.27 -0.31
O -4.0666 -0.0065 0.1368 -0.15 0.33 0.03 -0.46
C -2.9142 -1.9078 -0.6123 0.41 -0.73 -0.28 0.49
C -2.7962 -1.9635 -2.0042 0.13 -0.04 0.20 0.42
C -2.7171 -3.2045 -2.6416 -0.03 -0.14 0.04 -0.66
C -2.7509 -4.4018 -1.9273 -0.16 0.42 0.57 -0.48
C -2.8810 -4.3540 -0.5326 -0.02 0.50 -0.38 -0.68
C -2.9637 -3.1177 0.0978 0.05 0.48 0.28 -0.15
C 0.5717 -0.0884 -0.0310 0.33 -1.68 0.56 -0.70
H 4.6898 -3.3328 1.4315 0.13 -0.02 0.02 0.26
H 5.7069 -4.0780 0.2115 0.18 0.13 -0.04 0.31
H 6.4208 -2.9987 1.4501 0.01 0.00 -0.12 0.41
H 5.0364 -1.1199 0.5403 -0.08 0.19 -0.31 0.16
H 6.2457 -1.7337 -0.6323 -0.28 0.31 -0.27 0.42
H 3.0322 -1.6615 -2.4602 0.09 -0.06 0.06 0.41
H 4.5138 -0.7267 -2.2839 -0.11 0.18 0.12 0.38
H 3.5998 0.2475 -0.1172 -0.05 -0.10 0.01 0.02
H 2.6076 0.5665 -1.5017 0.04 -0.04 0.11 0.39
H 2.6197 -2.7712 0.3285 -0.18 -0.13 0.00 0.69
H 0.6824 -3.4829 1.3771 -0.31 0.02 0.16 0.30
H -2.0506 0.0107 1.8986 -0.18 0.12 -0.12 0.33
H -1.6946 1.1189 0.5791 -0.21 -0.06 -0.22 0.43
H -2.7635 -1.0453 -2.5906 -0.08 -0.52 0.27 -0.10
H -2.6461 -3.2341 -3.7224 0.03 0.02 0.03 0.46
H -2.7140 -5.3610 -2.4259 0.06 0.07 -0.10 0.43
H -2.9341 -5.2521 0.0688 -0.01 -0.05 -0.11 0.45
H -3.0570 -3.0551 1.1775 -0.04 -0.20 -0.04 0.46
H 0.4941 0.9176 -0.4228 -0.04 -0.02 -0.01 0.48
Cl 2.7568 3.3572 -0.9006 -0.11 -0.05 -0.04 -0.19
C 3.6754 3.8907 0.5357 0.08 0.11 0.17 -0.23
C 5.1520 3.9854 0.2518 0.03 0.17 -0.01 -0.39
Cl 5.8853 2.3765 -0.0080 -0.03 -0.08 0.00 -0.17
H 3.4674 3.1959 1.3458 -0.02 -0.03 -0.03 -0.01
H 3.2861 4.8669 0.8172 0.03 0.02 -0.04 0.41
H 5.6619 4.4335 1.1019 -0.06 -0.08 0.01 0.19
H 5.3515 4.5926 -0.6276 -0.02 -0.11 -0.07 0.40
Cl -8.2337 2.1967 0.4084 -0.01 0.03 0.02 -0.20
C -7.1117 0.9218 0.9517 0.07 -0.03 -0.08 -0.09
C -7.8376 -0.2889 1.4803 0.04 -0.07 -0.02 -0.38
Cl -8.6760 0.0459 3.0163 -0.02 0.00 0.00 -0.18
H -6.4542 1.3512 1.7033 -0.06 0.02 0.03 0.33
H -6.5099 0.6410 0.0907 -0.02 -0.05 0.01 -0.02
H -7.1222 -1.0865 1.6760 0.04 0.04 0.00 0.23
H -8.5739 -0.6533 0.7681 -0.04 0.06 0.02 0.34
Cl 2.3680 3.3654 4.4646 -0.01 0.00 -0.09 -0.18
C 4.0976 2.9331 4.4729 0.07 -0.08 0.04 -0.34
C 4.9826 4.1010 4.8287 0.09 -0.07 0.10 -0.46
Cl 4.9854 5.3538 3.5595 -0.04 0.05 0.05 -0.18
H 4.3467 2.5349 3.4913 0.01 0.04 -0.01 0.16
H 4.2246 2.1407 5.2086 0.00 0.05 0.04 0.36
H 6.0097 3.7578 4.9406 0.00 -0.02 -0.05 0.29
H 4.6754 4.5724 5.7586 -0.08 0.02 -0.05 0.37
Cl -4.5498 1.0655 -6.5484 0.03 -0.03 0.01 -0.17
C -5.2558 1.0299 -4.9146 -0.05 -0.03 -0.02 -0.46
C -4.4163 1.7885 -3.9187 -0.26 0.13 0.09 -0.36
Cl -2.8554 0.9746 -3.6018 0.10 0.43 -0.20 -0.20
H -5.3771 -0.0108 -4.6230 0.05 0.00 -0.01 0.29
H -6.2417 1.4866 -4.9814 0.03 0.06 0.03 0.34
H -4.9401 1.8523 -2.9660 0.02 -0.08 0.01 0.20
H -4.2013 2.7970 -4.2617 0.09 -0.05 -0.06 0.39
```
Positions in Å, forces in eV/Å.

=====

[4]
C24H35CoF5N4PS | ωB97M-V/def2-TZVPD

- total charge = +1
- energy above the lowest of the compared OMol25 structures with the same formula, charge and spin (kcal/mol) = 0.00
- HOMO-LUMO gap (alpha / beta) (eV) = 8.005 / 8.455
- 2S+1 = 2

Geometry as XYZ:
```
71
Properties=species:S:1:pos:R:3:forces:R:3:lowdin_spin:R:1
Co 0.4757 0.1399 0.4516 -0.07 -0.09 0.03 1.00
C 2.0641 -1.5872 2.8361 0.01 0.01 0.01 0.00
C 0.6001 -1.9758 2.9323 0.03 -0.01 0.02 0.00
N -0.1840 -1.6029 1.7395 0.02 0.08 -0.04 0.04
C -1.5779 -1.3087 2.0582 -0.02 0.01 0.01 0.00
C -1.6777 0.1292 2.5263 0.01 -0.02 0.02 0.00
N -1.1511 1.0486 1.4974 -0.07 0.06 -0.02 0.00
C -1.1076 2.4227 2.0424 0.00 -0.01 -0.01 0.00
C -0.7866 3.4767 0.9964 -0.01 0.00 0.01 0.00
C 0.6754 3.5264 0.5961 0.04 -0.01 0.00 0.00
N 1.1260 2.3553 -0.1772 0.04 -0.01 0.05 0.04
C 2.5845 2.1983 -0.0841 -0.01 0.01 0.03 0.00
C 2.9735 1.5051 1.2340 0.00 -0.02 -0.01 0.00
N 1.8370 0.7732 1.8609 0.03 0.01 0.03 -0.01
C 2.3220 -0.0956 2.9817 -0.01 0.00 0.00 0.00
H 2.4977 -1.9600 1.9090 -0.01 0.01 -0.01 0.00
H 2.5934 -2.0734 3.6599 0.00 -0.01 -0.01 0.00
H 0.1577 -1.4796 3.8009 0.00 0.00 0.00 0.00
H 0.5098 -3.0507 3.1145 0.00 0.00 -0.01 0.00
H -0.1225 -2.3601 1.0738 -0.01 -0.07 -0.02 0.00
H -1.9904 -1.9781 2.8216 0.00 0.00 0.00 0.00
H -2.1782 -1.4426 1.1570 -0.02 0.00 -0.02 0.00
H -1.0801 0.2675 3.4308 0.01 0.00 0.00 0.00
H -2.7100 0.3870 2.7834 0.00 -0.01 0.00 0.00
H -1.8513 1.0861 0.7594 -0.02 -0.01 -0.02 0.00
H -0.3749 2.4579 2.8566 0.00 -0.01 0.00 0.00
H -2.0753 2.6476 2.5032 0.00 0.01 0.00 0.00
H -1.0554 4.4512 1.4096 0.00 0.00 0.00 0.00
H -1.4235 3.3316 0.1198 -0.02 -0.01 -0.04 0.00
H 1.2846 3.5781 1.5044 0.00 0.01 0.00 0.00
H 0.8870 4.4496 0.0464 -0.01 0.00 0.00 0.00
H 0.8819 2.5008 -1.1494 -0.01 0.01 -0.01 0.00
H 3.0981 3.1635 -0.1510 0.00 0.00 -0.01 0.00
H 2.9077 1.5837 -0.9200 -0.01 0.01 -0.01 0.00
H 3.3746 2.2194 1.9581 0.00 0.00 0.00 0.00
H 3.7571 0.7775 1.0283 0.00 0.00 0.00 0.00
H 1.2607 1.4849 2.2940 0.01 0.01 0.00 0.00
H 1.8570 0.2576 3.9071 -0.01 0.00 -0.01 0.00
H 3.3945 0.0659 3.0952 0.00 0.01 0.02 0.00
F 2.0088 -5.7636 -3.9245 0.00 0.01 0.01 0.00
C 2.0350 -4.6709 -3.1734 0.00 0.00 -0.04 0.00
C 2.5124 -3.4778 -3.6881 0.00 -0.01 -0.01 0.00
F 2.9528 -3.4289 -4.9411 0.00 0.01 0.01 0.00
C 2.5299 -2.3427 -2.8960 -0.01 0.02 0.03 0.00
F 3.0130 -1.2229 -3.4423 0.00 -0.01 -0.01 0.00
C 2.0743 -2.3353 -1.5765 0.01 -0.01 0.03 0.00
S 2.2804 -0.9009 -0.5749 0.06 -0.03 -0.10 -0.03
C 1.6163 -3.5594 -1.0991 -0.01 -0.02 -0.03 0.00
F 1.1669 -3.6665 0.1661 0.01 0.03 0.05 0.00
C 1.5838 -4.7093 -1.8659 -0.03 0.01 0.02 0.00
F 1.1188 -5.8463 -1.3529 0.01 0.01 -0.01 0.00
C -1.4219 -1.9146 -1.7927 0.00 -0.02 0.01 0.00
P -0.8018 -0.2446 -1.4112 0.04 0.08 0.01 -0.02
C 0.0328 0.2060 -2.9634 -0.03 -0.09 -0.03 0.00
C -2.3328 0.7545 -1.4911 -0.03 -0.06 -0.01 0.00
C -2.3373 2.0050 -2.1076 0.02 0.04 0.01 0.00
C -3.4797 2.7931 -2.1071 0.01 0.01 0.00 0.00
C -4.6366 2.3452 -1.4866 0.00 -0.02 0.00 0.00
C -4.6511 1.0983 -0.8773 0.01 0.00 -0.02 0.00
C -3.5096 0.3087 -0.8835 0.03 0.04 0.02 0.00
H -2.0129 -2.3201 -0.9725 0.00 -0.01 0.01 0.00
H -0.5760 -2.5781 -1.9654 0.02 0.00 0.01 0.00
H -2.0386 -1.8853 -2.6914 -0.01 0.00 0.01 0.00
H -0.6918 0.3016 -3.7724 0.00 0.02 0.00 0.00
H 0.7373 -0.5842 -3.2100 0.01 0.04 0.01 0.00
H 0.6059 1.1255 -2.8633 0.00 0.01 -0.01 0.00
H -1.4502 2.3695 -2.6123 0.00 0.00 0.01 0.00
H -3.4674 3.7557 -2.6015 0.00 0.00 0.00 0.00
H -5.5281 2.9575 -1.4918 0.00 0.00 0.00 0.00
H -5.5557 0.7314 -0.4107 0.00 0.00 0.00 0.00
H -3.5503 -0.6710 -0.4236 -0.01 -0.02 0.01 0.00
```
Positions in Å, forces in eV/Å.

=====

In order of appearance, E = -59213.78941 -74578.35348 -132704.01440 -102750.76919 eV.